[1]
A cluster of 2 separate species, C10H15NO in total, computed with ωB97M-V/def2-TZVPD.

The geometry in XYZ format:
```
27
Properties=species:S:1:pos:R:3:lowdin_charge:R:1
C -0.0259 2.4038 -0.9579 -0.108
C -3.3198 1.4207 -0.8509 -0.166
C -3.5449 -0.0155 -0.7714 -0.146
C -2.6210 -0.9524 -0.6266 0.044
C 3.1744 -0.6076 0.1130 -0.067
C 2.0526 -1.5486 0.3934 -0.391
C 2.2342 -2.8582 0.5573 0.046
C 0.6923 -0.9008 0.4842 -0.199
C 0.6054 0.0461 1.6188 -0.127
C 0.6226 0.8152 2.5506 0.117
H 0.9421 1.8723 -1.0528 0.077
H -0.2077 3.0437 -1.8349 0.081
H 0.0299 3.0640 -0.0586 0.091
H -4.2334 2.0194 -0.9362 0.108
H -4.6249 -0.2428 -0.8363 0.101
H -1.5790 -0.6808 -0.5378 0.018
H -2.8635 -2.0068 -0.5284 0.069
H 3.3396 0.0097 1.0039 0.082
H 2.8933 0.0566 -0.7303 0.085
H 4.1067 -1.1420 -0.1335 0.083
H 3.2512 -3.2601 0.6201 0.066
H 1.4010 -3.5637 0.6355 0.064
H -0.0704 -1.7072 0.6287 0.118
H 0.4349 -0.3734 -0.4639 0.101
H 0.6510 1.4917 3.3766 0.026
N -2.2828 2.1766 -0.8827 0.071
O -1.0578 1.4403 -0.7801 -0.243
```

As for the structure (SMILES): C#CCC(=C)C.C=C/C=N\OC. The calculation puts the HOMO energy at -9.267 eV. The total charge is 0. The calculation puts the HOMO-LUMO gap at 9.82 eV.



[2]
A cluster of 2 separate species, C10H15NO in total, computed with ωB97M-V/def2-TZVPD.

The geometry in XYZ format:
```
27
Properties=species:S:1:pos:R:3:lowdin_charge:R:1
C -0.3536 -2.2420 2.8923 -0.052
C 1.1619 -0.2859 -0.0787 -0.106
C 2.3157 0.1645 0.3689 -0.109
C 0.3291 -1.1926 0.6416 -0.048
C 0.6325 -1.6133 1.9307 -0.280
C 2.8042 -0.3919 1.5956 -0.035
C 1.9734 -1.3138 2.3547 -0.019
H 0.5324 0.3499 -0.8387 0.110
H 2.9789 0.7940 -0.1689 0.097
H -0.6717 -1.2994 0.3476 0.065
H 3.6613 0.0489 1.8961 0.051
H -0.2810 -3.3213 2.9915 0.081
H -1.2461 -1.6608 2.6927 0.078
H 2.3531 -1.8042 3.2621 0.102
H -0.0886 -1.9438 3.9121 0.073
C -1.9676 0.3882 -2.0444 -0.173
C -0.9308 0.1141 -3.1823 -0.077
C -1.4930 1.6545 -1.4526 -0.705
O -0.5648 2.2919 -1.7131 0.110
N -2.4377 2.1300 -0.6124 0.136
H -3.0934 0.3716 -2.3940 0.144
H -2.0242 -0.5393 -1.2302 0.151
H -0.1317 -0.6473 -2.7047 0.131
H -0.6386 0.9718 -3.6260 0.037
H -2.1570 2.8010 0.0669 0.095
H -3.1864 1.3647 -0.4286 0.140
H -1.2548 -0.4211 -3.9405 0.004
```

As for the structure (SMILES): Cc1ccccc1.CCC(N)=O. The calculation puts the HOMO energy at -8.893 eV. The total charge is 0. The calculation puts the HOMO-LUMO gap at 9.61 eV.



[3]
A cluster of 2 separate species, C10H15NO2S in total, computed with ωB97M-V/def2-TZVPD.

The geometry in XYZ format:
```
29
Properties=species:S:1:pos:R:3:lowdin_spin:R:1
C -0.3591 0.8416 -1.2441 0.000
C 0.5395 -1.3283 -0.9518 0.015
C -0.5203 -0.5351 -1.3861 0.011
C 0.8155 1.3332 -0.7654 0.005
C 1.7441 -0.8546 -0.4200 0.003
C 1.8568 0.5167 -0.3289 0.002
C -0.8790 0.0745 2.1217 0.106
C -1.8687 -0.9240 -1.8118 0.009
C 1.0336 2.7707 -0.5789 0.001
C 2.9135 -1.7134 -0.0824 0.001
N -3.0459 0.4130 2.2156 0.040
O -3.1534 -0.7137 1.4437 0.416
O -1.8410 0.9797 1.7849 0.033
S -1.7089 -1.6673 1.7407 1.308
H -1.0651 1.5088 -1.4467 0.000
H 0.2478 -2.4376 -1.0223 0.002
H 0.1407 0.0253 1.6321 0.014
H -0.6442 0.0007 3.1202 0.018
H -1.9230 -1.7207 -2.6243 0.000
H -2.3455 -1.4948 -1.1275 0.009
H -2.5204 -0.0745 -2.1480 0.000
H 0.6256 3.3928 -1.2613 0.000
H 0.5125 3.2035 0.2624 0.000
H 2.0936 3.0953 -0.3778 0.000
H 3.3561 -2.3893 -0.8815 0.000
H 3.6689 -1.1400 0.2728 0.000
H 2.6627 -2.3512 0.6402 0.001
H -3.1116 0.2918 3.2251 0.006
H 2.7750 0.8972 -0.0005 0.000
```

The calculation puts the HOMO energy (alpha / beta) at -6.138 / -8.801 eV. As for the expectation value of S²: 2.0063. The total charge is 0. As for the multiplicity: 3. The calculation puts the HOMO-LUMO gap (alpha / beta) at 6.83 / 6.79 eV.



[4]
The molecule C10H15NS, computed with ωB97M-V/def2-TZVPD.

The geometry in XYZ format:
```
27
Properties=species:S:1:pos:R:3:lowdin_charge:R:1
C 1.8387 -0.2086 1.5571 -0.070
C 1.9368 -0.4276 0.0197 -0.339
C 2.2998 -1.9242 -0.5143 -0.084
C 0.6583 0.0788 -0.7546 -0.334
C -0.5544 2.1828 -0.7474 -0.190
C -1.7011 1.8083 0.3083 -0.094
C -1.7746 0.2955 0.1441 -0.272
C -2.9354 -0.5470 0.4082 -0.143
C -2.7904 -1.8402 0.0573 -0.399
C -0.7214 -0.4384 -0.2664 -0.408
H 0.9842 -0.8238 2.0437 0.107
H 2.8470 -0.3107 2.0024 0.074
H 1.4947 0.8380 1.6829 0.066
H 2.6426 0.2578 -0.4433 0.112
H 3.1162 -2.5852 0.2290 0.141
H 2.5912 -1.8811 -1.6093 0.069
H 1.3764 -2.5590 -0.5756 -0.003
H 0.6670 -0.0394 -1.7937 0.126
H 1.4440 1.9174 -0.7015 0.090
H -1.0089 2.1210 -1.7437 0.114
H -0.4287 3.3042 -0.5615 0.131
H -2.6552 2.1962 -0.0027 0.098
H -1.4920 2.0109 1.3729 0.120
H -3.8200 -0.0989 0.6248 0.071
H -3.5120 -2.6418 0.1209 0.066
N 0.6409 1.4473 -0.4896 -0.063
S -1.1438 -2.1326 -0.3674 1.016
```

As for the structure (SMILES): CC(C)[C@@H]1NCCc2ccsc21. The calculation puts the HOMO energy at -8.563 eV. The total charge is 0. The calculation puts the HOMO-LUMO gap at 9.46 eV.



[5]
A cluster of 2 separate species, C10H16 in total, computed with ωB97M-V/def2-TZVPD.

The geometry in XYZ format:
```
26
Properties=species:S:1:pos:R:3:lowdin_spin:R:1
C 1.7585 -1.3311 -0.9358 0.037
C -0.5568 -1.0092 -1.7016 0.203
C 0.7688 -0.4298 -1.7021 0.210
C -1.5036 -0.2545 -2.4412 0.048
C -1.2349 0.9296 -3.0232 0.147
C 1.0656 0.8220 -2.3385 0.045
C 0.1123 1.5398 -2.8802 0.178
H -0.8123 -1.8705 -1.2320 0.037
H -2.4773 -0.7565 -2.5433 0.000
H 2.8281 -1.1960 -1.2552 0.001
H 1.6266 -2.3288 -1.2147 0.008
H -2.1186 1.4342 -3.3829 0.011
H 2.0715 1.2184 -2.2147 -0.003
H 0.1991 2.5377 -3.1728 0.020
H 1.7262 -1.1339 0.1467 0.010
C -0.0860 -0.1332 2.2946 0.008
C 0.8183 0.3656 3.4176 0.006
C -1.6303 0.2628 2.3474 0.016
H -0.1231 -1.3173 2.3132 0.004
H 0.1644 0.2439 1.2390 0.001
H 1.3342 1.3354 3.0221 0.001
H 0.3096 0.6050 4.3535 0.001
H -1.6643 1.3352 2.2616 0.001
H 1.7153 -0.4219 3.6767 0.002
H -2.2262 0.0431 3.2764 0.002
H -2.0650 -0.4902 1.6895 0.008
```

The calculation puts the HOMO energy (alpha / beta) at 0.919 / -3.163 eV. As for the expectation value of S²: 0.7598. The total charge is -1. As for the multiplicity: 2. The calculation puts the HOMO-LUMO gap (alpha / beta) at 2.61 / 6.62 eV.



[6]
A cluster of 2 separate species, C10H16 in total, computed with ωB97M-V/def2-TZVPD.

The geometry in XYZ format:
```
26
Properties=species:S:1:pos:R:3:lowdin_spin:R:1
C -1.0175 3.4259 -0.5784 0.002
C -0.0108 2.6041 -1.3903 0.006
C -1.1110 2.9936 0.8909 0.003
H -0.7872 4.4996 -0.6217 0.001
H -2.0217 3.2986 -0.9890 0.001
H 0.2569 1.6958 -0.8574 0.007
H -0.3424 3.4714 1.5047 0.001
H 0.9549 3.1326 -1.4723 0.002
H -0.3617 2.4242 -2.3998 0.001
H -2.0306 3.3921 1.3216 0.001
H -1.0198 1.9185 1.0060 0.003
C 2.5942 -2.2349 -0.3023 0.017
C -0.6599 -1.4940 1.6002 0.235
C -1.4309 -1.0025 0.5330 0.063
C 0.6797 -1.9097 1.2883 0.105
C 1.1910 -1.8050 0.0262 0.074
C -0.9498 -0.8622 -0.7553 0.131
C 0.4062 -1.2509 -1.0380 0.257
H -1.1235 -1.6268 2.5696 0.028
H -2.4584 -0.6840 0.6637 0.000
H 1.3456 -2.3533 2.0259 0.005
H -1.5692 -0.3148 -1.4551 0.009
H 3.0085 -2.8693 0.4908 0.001
H 3.2675 -1.3869 -0.3951 0.006
H 0.8980 -1.0260 -1.9848 0.036
H 2.6361 -2.8095 -1.2289 0.006
```

The calculation puts the HOMO energy (alpha / beta) at 0.808 / -3.350 eV. As for the expectation value of S²: 0.7603. The total charge is -1. As for the multiplicity: 2. The calculation puts the HOMO-LUMO gap (alpha / beta) at 3.00 / 7.11 eV.



[7]
A cluster of 2 separate species, C10H16 in total, computed with ωB97M-V/def2-TZVPD.

The geometry in XYZ format:
```
26
Properties=species:S:1:pos:R:3:lowdin_spin:R:1
C 2.0240 -2.2081 1.6215 0.004
C 2.5991 -1.4507 0.4219 0.022
C 0.4901 -2.1618 1.6451 0.006
H 2.2265 -3.2794 1.6283 0.001
H 2.3339 -1.7729 2.5720 0.001
H 3.2555 -0.6331 0.7251 0.007
H 0.0437 -2.6744 0.7925 0.002
H 0.2202 -2.5844 2.6184 0.001
H 1.7864 -0.9165 -0.0864 0.006
H 2.9862 -2.1065 -0.3565 0.004
H 0.1421 -1.1412 1.4713 0.000
C -0.9662 1.6788 1.6961 0.027
C -0.4859 1.7643 -2.1163 0.128
C -0.4352 2.1078 -0.7321 0.217
C -0.7582 0.4713 -2.4780 0.085
C -1.0399 1.2866 0.2397 0.077
C -1.0661 -0.4497 -1.4511 0.215
C -1.3306 -0.0191 -0.1135 0.101
H -0.1992 2.5143 -2.8332 0.009
H -0.1415 3.1269 -0.4951 0.027
H -0.8102 0.1074 -3.5035 0.007
H -1.0549 -1.5218 -1.6620 0.026
H -1.7388 2.4222 1.9472 0.002
H 0.0190 2.1066 1.9133 0.013
H -1.8572 -0.7695 0.4668 0.010
H -1.1252 0.8314 2.3727 0.002
```

The calculation puts the HOMO energy (alpha / beta) at 0.825 / -3.539 eV. As for the expectation value of S²: 0.7584. The total charge is -1. As for the multiplicity: 2. The calculation puts the HOMO-LUMO gap (alpha / beta) at 3.04 / 7.30 eV.



[8]
A cluster of 2 separate species, C10H16 in total, computed with ωB97M-V/def2-TZVPD.

The geometry in XYZ format:
```
26
Properties=species:S:1:pos:R:3:lowdin_charge:R:1
C -2.7294 2.3881 1.5600 -0.056
C 0.5494 0.6693 0.9498 -0.089
C -0.6505 1.3269 0.7504 -0.042
C 0.8330 0.1371 2.1848 -0.109
C -1.4826 1.6263 1.8450 -0.265
C -0.0185 0.3526 3.2597 -0.080
C -1.1848 1.1047 3.0864 -0.043
H 1.2043 0.3458 0.0298 0.119
H -0.7707 1.6343 -0.1871 0.064
H 1.6613 -0.5479 2.4660 0.112
H 0.2010 0.0100 4.1917 0.067
H -2.5709 3.1665 0.8360 0.079
H -3.3011 2.9204 2.3306 0.086
H -1.8230 1.4317 3.9001 0.112
H -3.4720 1.7199 1.3577 0.049
C 1.1460 -1.0622 -2.3417 -0.344
C 1.5283 -1.3422 -3.7686 -0.138
C 1.0359 -2.3805 -1.5794 -0.139
H 1.9670 -0.4374 -2.0038 0.090
H 0.0351 -0.7047 -2.2857 0.132
H 0.8663 -2.0387 -4.2126 0.070
H 1.4313 -2.2219 -0.5627 0.059
H -0.0993 -2.8176 -1.5713 0.127
H 1.5778 -3.1187 -2.1125 0.036
H 1.5721 -0.4656 -4.3275 0.052
H 2.4940 -1.6961 -3.7951 0.051
```

As for the structure (SMILES): Cc1ccccc1.CCC. The calculation puts the HOMO energy at -8.988 eV. The total charge is 0. The calculation puts the HOMO-LUMO gap at 10.00 eV.